Record 1
This record from the Open Molecules 2025 dataset describes C17H21N6O2PdS2 as an isolated structure in a non-equilibrium geometry. The level of theory is wB97M-V/def2-TZVPD.

```
49
Properties=species:S:1:pos:R:3:forces:R:3:mulliken_charge:R:1
Pd -0.68388 -0.97518 0.21854 -0.4 -1.2 0.8 -0.312
N 1.05872 -0.30208 -1.48466 0.0 -0.4 -0.3 -0.403
C 0.85772 1.01312 -2.07826 -0.4 0.5 -0.1 0.257
C 1.59202 2.13272 -1.31396 0.0 -0.1 0.0 -1.112
C 1.76892 1.95992 0.20034 -0.2 -0.1 -0.1 -0.594
C 0.50952 1.59262 1.00354 0.5 0.1 0.0 1.198
N -0.71158 2.14742 0.47094 -0.1 0.1 -0.3 0.640
C -1.06048 3.40842 0.35074 -0.1 -0.1 0.1 0.402
N -0.44868 4.36702 1.09574 0.1 -0.1 0.0 -0.384
N -2.02698 3.70982 -0.51156 -0.2 0.1 -0.2 -0.364
C -0.67528 1.34182 -2.12356 0.9 0.1 -0.3 0.025
O -0.97958 2.49492 -2.51116 0.1 0.1 -0.4 -0.832
O -1.46278 0.47692 -1.72576 -0.3 -0.8 0.6 -0.534
H 2.02232 -0.60868 -1.57676 -0.1 0.0 0.1 0.173
H 0.46512 -0.97878 -1.97656 0.3 0.2 0.1 0.315
H 1.20342 1.05072 -3.12846 -0.1 0.0 0.3 0.465
H 1.04442 3.05552 -1.52426 0.1 -0.1 -0.1 0.236
H 2.59502 2.24902 -1.73156 0.0 0.1 0.0 0.487
H 2.18902 2.89702 0.58014 0.1 -0.1 0.0 0.344
H 2.49952 1.17062 0.37964 0.1 0.0 0.2 0.480
H 0.64792 1.87152 2.05574 -0.1 -0.1 0.0 0.607
H 0.34882 0.48322 0.95224 0.3 1.0 0.4 -1.608
H -1.32538 1.44772 0.01744 -0.1 0.4 0.3 -0.235
H 0.09052 4.06452 1.88884 -0.1 0.0 0.1 0.181
H -0.87198 5.27662 1.15394 0.0 -0.1 -0.1 0.234
H -1.95398 3.16342 -1.42096 0.0 0.1 0.3 0.284
H -2.32258 4.66812 -0.59716 0.1 0.0 0.1 0.222
S -2.73228 -0.05788 1.34134 0.6 -0.1 0.2 -0.495
C -3.84078 -0.78238 0.21704 1.1 -1.0 -0.5 0.464
C -5.12238 -0.22748 0.28864 -1.2 0.5 0.0 -0.100
N -6.15408 0.27712 0.39354 -0.1 0.0 0.0 -0.596
C -3.58058 -1.81268 -0.65926 0.6 0.8 1.2 0.806
S -2.10388 -2.69068 -0.85516 0.4 -0.3 0.0 -0.367
C -4.61588 -2.28558 -1.47776 -0.9 -0.4 -0.7 -0.145
N -5.42278 -2.72298 -2.17356 -0.2 0.0 -0.1 -0.573
C 0.10812 -2.08198 1.97324 -1.9 1.3 -1.0 -1.994
C 1.30102 -2.64338 1.42904 1.5 -0.8 -0.4 1.423
C 1.28722 -3.90018 0.77364 -0.4 0.7 0.3 -0.461
C 2.44202 -4.47228 0.30124 0.5 -0.2 -0.2 -0.580
C 3.66742 -3.82828 0.45124 0.0 0.0 0.0 -0.398
C 3.70862 -2.58538 1.07134 0.4 -0.2 -0.2 -0.654
C 2.55902 -2.00408 1.55324 -0.9 0.0 0.1 -0.175
H 0.24012 -1.32158 2.74664 0.0 -0.2 -0.1 0.464
H -0.69918 -2.78738 2.17374 0.2 0.2 0.1 0.451
H 0.33612 -4.40158 0.64454 -0.1 0.0 0.0 0.348
H 2.40552 -5.43838 -0.18946 0.0 0.0 0.0 0.372
H 4.57702 -4.28918 0.08974 0.0 0.0 0.0 0.374
H 4.66172 -2.07918 1.19054 -0.1 0.0 0.0 0.364
H 2.60782 -1.04268 2.05344 0.0 0.0 0.0 0.297
```
Forces are in eV/Å.

Calculated values
Frontier orbital gap (alpha / beta) (eV): 5.611 / 5.587
HOMO level (alpha / beta) (eV): -3.5 / -3.5
DFT total energy (eV): -56157.1944
Charge: -1

Record 2
This record from the Open Molecules 2025 dataset describes C17H22AsN2O8ReS as an isolated structure. The level of theory is wB97M-V/def2-TZVPD.

```
52
Properties=species:S:1:pos:R:3:forces:R:3:mulliken_spin:R:1
Re 0.58140 -0.11456 0.18613 -0.1 0.0 -0.2 0.929
C 2.59250 -0.72353 -3.40897 0.0 0.0 0.0 -0.002
C 2.39187 0.16008 -2.23093 -0.1 0.0 0.0 0.007
O 2.21381 -0.35348 -1.09064 0.0 -0.1 0.0 0.007
N 2.41508 1.46982 -2.37292 0.0 -0.1 -0.1 -0.006
C 2.31452 2.37415 -1.23449 0.1 0.1 0.1 0.053
C 0.90103 2.81227 -0.94846 0.0 0.0 0.0 -0.037
C 0.54836 4.12238 -1.21314 0.0 0.0 0.0 -0.001
C -0.74453 4.55985 -0.96946 0.0 0.0 0.0 -0.001
C -1.64905 3.64903 -0.46567 0.0 0.0 0.0 -0.004
C -1.23182 2.35489 -0.21576 -0.1 0.0 0.0 -0.016
N 0.01820 1.92421 -0.44407 0.1 -0.1 0.1 -0.006
H 3.44538 -1.37182 -3.20841 0.0 0.0 0.0 0.000
H 2.75767 -0.17021 -4.33027 0.0 0.0 0.0 0.000
H 1.70807 -1.35373 -3.50756 0.0 0.0 0.0 0.000
H 2.53729 1.85298 -3.29726 0.0 0.0 0.0 0.000
H 2.91766 3.24958 -1.46120 0.0 0.0 0.0 0.001
H 2.74375 1.87922 -0.36544 0.0 0.0 0.0 -0.012
H 1.29487 4.79822 -1.60718 0.0 0.0 0.0 0.000
H -1.02949 5.58375 -1.16813 0.0 0.0 0.0 0.000
H -2.67236 3.91838 -0.24864 0.0 0.0 0.0 0.001
H -1.91976 1.63490 0.19697 0.0 0.0 0.0 -0.003
O -1.79001 -1.90159 2.89655 0.0 0.0 0.1 0.004
As -2.53022 -1.01492 1.60056 -0.1 -0.2 -0.2 0.009
O -3.59749 0.09542 2.07285 0.0 0.0 0.0 -0.001
O -1.15523 -0.22992 0.83699 0.2 0.1 0.1 0.039
C -3.10323 -2.25202 0.27505 -0.1 0.0 0.0 0.002
C -4.39768 -2.17157 -0.21921 -0.1 0.1 0.1 -0.004
C -4.80010 -3.04811 -1.21599 -0.1 0.0 0.0 0.000
C -3.91459 -3.99620 -1.70291 0.0 -0.1 0.0 0.000
C -2.62142 -4.08997 -1.20359 0.0 0.0 0.0 0.000
C -2.22897 -3.20814 -0.21630 0.0 0.0 0.0 0.001
S 0.37501 -2.82661 -0.46327 -0.3 -0.1 -0.1 0.006
O -0.09921 -1.65640 -1.30338 0.1 0.2 0.1 -0.002
O -0.97929 -3.25576 0.37760 0.1 -0.2 0.0 0.002
O 1.08776 -2.11966 0.66851 0.2 0.1 0.3 0.012
H -2.15586 -1.58583 3.73584 0.0 0.0 0.0 0.000
H -5.07591 -1.42721 0.17941 0.0 0.0 0.0 0.000
H -5.80675 -2.99607 -1.60653 0.0 0.0 0.0 0.000
H -4.23449 -4.68168 -2.47624 0.0 0.0 0.0 0.000
H -1.93474 -4.84571 -1.56206 0.0 0.0 0.0 0.000
C 3.55975 1.05311 2.77592 0.0 0.0 0.0 -0.001
C 2.36316 0.18213 2.46189 0.0 -0.1 0.0 0.024
C 1.42165 0.00336 3.63491 0.0 0.0 0.0 -0.001
O 1.63373 0.83296 1.38544 -0.1 0.0 -0.1 -0.004
H 4.15339 0.60428 3.57209 0.0 0.0 0.0 0.000
H 3.23131 2.03985 3.10527 0.0 0.0 0.0 0.000
H 4.20077 1.16753 1.90086 0.0 0.0 0.0 0.000
H 2.69319 -0.79599 2.09927 0.0 0.0 0.0 0.002
H 1.03564 0.96957 3.96366 0.0 0.0 0.0 0.000
H 1.95201 -0.46028 4.46721 0.0 0.0 0.0 0.001
H 0.58337 -0.64093 3.36508 0.0 0.0 0.0 0.000
```
Forces are in eV/Å.

Calculated values
Spin multiplicity: 2
Frontier orbital gap (alpha / beta) (eV): 8.024 / 7.806
HOMO level (alpha / beta) (eV): -11.6 / -11.2
DFT total energy (eV): -111145.6539
Expectation value of S²: 0.76
Charge: +1

Record 3
This record from the Open Molecules 2025 dataset describes C17H22BrCaN7O4S as an isolated structure. The level of theory is wB97M-V/def2-TZVPD.

```
53
Properties=species:S:1:pos:R:3:forces:R:3:mulliken_charge:R:1
Ca -0.18684 1.78223 -0.33212 -0.2 0.3 0.2 1.766
N -3.04341 2.60764 1.25534 0.0 0.0 0.0 -0.482
N -4.02476 1.73938 0.74622 0.1 0.0 0.0 -0.183
C -3.75483 0.94844 -0.30843 -0.1 0.1 0.1 0.599
N -4.68393 0.10436 -0.72086 0.0 0.0 0.0 -0.319
N -2.54167 1.16296 -0.85023 0.3 -0.5 -0.2 -0.628
N -2.07674 0.33249 -1.83710 -0.2 0.2 0.4 1.501
O -0.95728 0.71144 -2.23228 0.3 -0.2 -0.3 -0.897
O -2.62078 -0.65981 -2.23397 -0.2 0.1 -0.1 -0.666
H -3.06834 2.54943 2.26779 0.0 0.0 0.0 0.288
H -3.27458 3.56015 0.98501 0.0 0.0 0.0 0.279
H -4.93435 1.71627 1.18344 0.0 0.0 -0.1 0.165
H -5.58880 0.08157 -0.27773 0.0 0.0 0.0 0.193
H -4.50173 -0.52386 -1.48800 0.0 0.0 0.0 0.212
C 3.01781 2.86863 0.22489 0.0 0.0 0.0 -0.702
O 2.13536 1.72796 0.20418 -0.3 0.0 0.0 -0.526
C 2.73283 0.46972 0.28174 0.3 0.0 0.1 0.626
C 4.10443 0.27775 0.24135 -0.1 0.1 0.0 -0.436
C 4.60824 -1.01590 0.27044 -0.1 -0.1 0.0 -0.576
Br 6.46705 -1.27679 0.20986 0.0 0.0 0.0 -0.142
C 3.75681 -2.10505 0.32919 0.2 0.0 0.0 -0.791
C 2.38385 -1.90832 0.39592 0.0 0.1 -0.1 1.040
C 1.87740 -0.61384 0.39054 0.1 -0.1 0.1 0.217
O 0.50289 -0.36780 0.45147 0.0 0.3 -0.3 -0.930
C 1.47277 -3.05912 0.35286 -0.1 0.1 0.0 0.267
N 1.60674 -4.06604 -0.43403 0.1 0.0 0.0 -0.657
C 0.49473 -4.87566 -0.19908 -0.1 0.0 0.0 0.620
C 0.16534 -6.10253 -0.76359 -0.1 0.0 0.0 -0.822
C -0.99407 -6.71005 -0.32104 0.0 0.0 0.0 -0.509
C -1.80721 -6.11804 0.65413 0.0 0.0 0.0 -0.505
C -1.49647 -4.88952 1.21093 0.0 0.0 0.0 -0.998
C -0.33519 -4.28519 0.75541 -0.1 -0.1 0.0 0.529
N 0.26385 -3.05331 1.07608 0.1 0.1 0.0 -0.242
H 3.65359 2.87097 -0.65907 0.0 0.0 0.0 0.418
H 3.61548 2.85834 1.13447 0.0 0.0 0.0 0.454
H 2.37160 3.74399 0.21769 0.0 0.0 0.0 -0.158
H 4.78848 1.10958 0.17508 0.0 0.0 0.0 0.548
H 4.14739 -3.11257 0.31264 0.0 0.0 0.0 0.590
H 0.06007 -1.24705 0.43429 -0.1 0.0 0.1 0.562
H 0.79655 -6.56466 -1.50903 0.0 0.0 0.0 0.469
H -1.28154 -7.67015 -0.72667 0.0 0.0 0.0 0.409
H -2.69751 -6.63753 0.98110 0.0 0.0 0.0 0.406
H -2.12289 -4.43792 1.96887 0.0 0.0 0.0 0.424
H 0.26172 -2.70986 2.02762 0.0 -0.1 0.1 0.260
C 0.35883 5.53830 -2.00690 0.0 0.0 0.0 -0.939
S -0.61618 4.69694 -0.74193 0.0 -0.2 0.1 0.134
C -0.21665 5.70423 0.70336 0.1 0.0 0.1 -0.845
H 1.42301 5.47395 -1.79098 0.0 0.0 0.0 0.270
H 0.04971 6.58034 -2.04809 0.0 0.0 0.0 0.389
H 0.14612 5.07101 -2.96581 0.0 0.0 0.0 0.347
H -0.64026 6.69781 0.57582 0.0 0.0 0.0 0.395
H 0.85997 5.78166 0.84336 0.0 0.0 0.0 0.295
H -0.65658 5.24303 1.58586 0.0 0.0 0.0 0.282
```
Forces are in eV/Å.

Calculated values
Frontier orbital gap (eV): 6.681
HOMO level (eV): -13.0
DFT total energy (eV): -135909.1993
Charge: +2

Record 4
This record from the Open Molecules 2025 dataset describes an isolated ion of composition C17H22BrN2O4P2 and charge +1 in a non-equilibrium geometry. The level of theory is wB97M-V/def2-TZVPD.

```
48
Properties=species:S:1:pos:R:3:forces:R:3:mulliken_charge:R:1
C -4.65834 -0.34400 -2.16856 0.7 -0.7 0.0 -1.280
C -3.27041 -0.21020 -2.98215 1.3 0.4 -1.9 0.635
C -3.41711 0.05828 -4.51886 4.4 -0.3 2.1 -0.605
C -2.09451 0.20373 -5.31827 -0.3 -0.5 3.3 -0.376
C -0.69492 0.06937 -4.62534 -2.9 -0.1 1.7 -0.573
C -0.53767 -0.19885 -3.08726 -4.0 0.3 -2.0 -0.336
C -1.86591 -0.33150 -2.28173 -0.5 0.4 -2.9 0.883
C -1.93190 -0.55751 -0.68229 -1.3 1.2 -1.4 -1.478
N -0.62890 -0.12750 -0.02778 0.1 -3.4 -0.6 0.930
N -0.64227 1.13800 0.35325 3.8 0.8 1.8 -0.933
C 0.50302 1.64070 1.00130 -0.4 -2.4 -0.3 -0.053
C 0.46649 3.19712 1.44444 1.0 -0.8 -1.9 -0.408
C 1.40311 3.95537 0.35548 2.4 3.2 1.5 -0.007
O 2.21607 4.84630 0.73581 -3.1 -3.6 -1.2 -0.461
C 1.71187 0.70137 1.24881 -0.4 -1.3 -0.8 0.688
C 2.99282 1.27936 2.03363 -0.7 -0.9 -0.2 -0.978
C 2.95869 0.95966 3.61357 0.3 1.9 0.6 0.051
C 1.89496 1.83886 4.44062 -0.5 -0.3 -0.6 -1.110
Br 2.67455 -0.95443 4.05899 0.2 0.8 -0.4 -0.103
C 1.71218 -0.77119 0.75884 -3.9 3.7 -0.7 -0.485
C 0.35184 -1.16091 0.04349 2.6 2.6 3.1 0.499
P 0.20631 -2.93028 -0.62020 -0.7 0.6 -0.8 0.044
P 1.47938 -4.26984 0.60432 4.5 -3.5 1.5 0.851
O 2.79293 -4.61298 -0.12605 -4.1 1.6 1.9 -0.572
O 1.84190 -3.60738 2.14326 -1.6 -0.3 -2.5 -0.441
O 0.66089 -5.75591 0.93398 -0.2 4.1 -0.5 -0.469
H -5.08931 0.65801 -1.83616 0.8 -1.2 -0.5 0.292
H -4.51658 -1.01155 -1.23623 -0.3 1.1 -1.5 0.260
H -5.45370 -0.86551 -2.81472 1.3 0.8 0.9 0.405
H -4.45194 0.17269 -5.01025 1.9 -0.3 0.9 0.330
H -2.18996 0.43361 -6.44051 0.5 -0.4 2.0 0.320
H 0.20859 0.21644 -5.29831 -1.3 -0.3 1.2 0.324
H 0.49103 -0.28927 -2.57646 -1.8 0.2 -1.1 0.223
H -2.25283 -1.60656 -0.37901 0.9 1.3 -0.3 0.370
H -2.77755 0.14437 -0.32220 1.7 -1.1 -0.3 0.445
H 0.94328 3.38064 2.46070 -0.9 -0.3 -1.4 -0.016
H -0.57617 3.65796 1.31989 1.4 -1.0 0.4 0.433
H 1.35089 3.76963 -0.77410 -0.4 -0.2 1.4 0.363
H 3.92800 0.79290 1.59102 -1.3 0.7 0.6 0.398
H 3.04656 2.41004 1.89258 0.0 -1.5 0.2 0.309
H 3.99829 1.24286 4.02880 -1.6 -0.7 -0.8 0.392
H 1.85821 1.49928 5.53468 0.3 0.7 -1.6 0.393
H 2.14443 2.96418 4.33239 -0.3 -1.9 0.4 0.304
H 0.82764 1.67829 4.02814 1.6 0.2 0.6 0.253
H 2.57231 -1.51064 0.87985 -1.3 1.3 -0.1 0.571
H -1.13807 -3.41541 -0.35081 0.8 0.6 0.3 0.063
H 1.19077 -2.91245 2.39699 0.5 -0.6 0.0 0.329
H -0.23895 -5.46517 1.24240 0.9 -0.9 -0.1 0.324
```
Forces are in eV/Å.

Calculated values
Frontier orbital gap (eV): 6.503
HOMO level (eV): -11.5
DFT total energy (eV): -117761.8520
Charge: +1